# C17H13B2Cl52NO6Si

14 unconnected molecules or ions with the total composition C17H13B2Cl52NO6Si (ωB97M-V/def2-TZVPD, the OMol25 dataset).

The geometry in XYZ format:
```
92
Properties=species:S:1:pos:R:3:mulliken_charge:R:1
N -1.778 0.833 3.873 -0.494
Si -2.400 0.964 2.182 -0.003
C -2.424 -0.753 1.268 0.045
C -2.959 -0.498 -0.219 0.110
C -2.134 -1.238 -1.360 -0.767
C -0.567 -1.105 -1.218 0.559
O 0.038 -0.303 -0.500 -0.410
O 0.219 -1.968 -2.040 -0.312
B -1.210 2.248 1.265 0.857
O -1.595 3.040 0.135 -0.685
O 0.155 2.394 1.717 -0.716
B -4.172 1.786 2.304 1.260
O -4.974 2.186 1.168 -0.543
O -4.771 2.016 3.609 -0.659
H -0.881 1.330 3.910 0.190
H -1.654 -0.170 4.061 -0.059
H -3.209 -1.375 1.830 -0.320
H -1.430 -1.293 1.330 0.466
H -4.030 -0.910 -0.261 0.029
H -3.033 0.602 -0.512 -0.001
H -2.410 -0.723 -2.350 0.310
H -2.404 -2.333 -1.512 0.288
H 0.924 -2.370 -1.479 0.143
H -2.455 2.733 -0.221 0.303
H 0.165 2.845 2.589 0.255
H -5.400 1.413 0.747 0.279
H -5.124 2.935 3.518 0.173
C -5.665 4.069 6.995 0.242
Cl -6.742 2.735 7.457 -0.101
Cl -6.043 5.501 7.975 -0.106
Cl -3.978 3.591 7.270 -0.083
Cl -5.901 4.451 5.277 -0.046
C -0.141 -2.534 6.157 0.234
Cl -0.569 -3.974 7.103 -0.110
Cl -0.697 -1.079 7.008 -0.085
Cl 1.620 -2.463 5.948 0.001
Cl -0.919 -2.621 4.562 -0.063
C -6.500 -2.017 2.965 0.300
Cl -6.482 -1.650 1.225 -0.108
Cl -7.740 -3.243 3.297 -0.103
Cl -4.909 -2.639 3.455 -0.079
Cl -6.864 -0.541 3.875 -0.049
C 3.642 -4.788 -1.829 0.264
Cl 3.933 -6.271 -0.898 -0.096
Cl 5.193 -4.017 -2.215 -0.092
Cl 2.788 -5.188 -3.332 -0.023
Cl 2.654 -3.669 -0.864 -0.122
C 2.453 2.732 -2.015 0.239
Cl 1.572 2.687 -0.479 0.043
Cl 2.713 4.420 -2.513 -0.110
Cl 4.026 1.928 -1.819 -0.088
Cl 1.508 1.888 -3.261 -0.120
C 3.407 -5.215 -7.363 0.318
Cl 1.728 -5.439 -6.827 -0.094
Cl 3.608 -5.915 -8.982 -0.064
Cl 3.784 -3.481 -7.418 -0.087
Cl 4.504 -6.023 -6.226 -0.088
C 3.256 6.400 1.254 0.181
Cl 3.256 6.694 -0.498 -0.080
Cl 1.998 5.218 1.659 -0.004
Cl 4.842 5.770 1.747 -0.007
Cl 2.932 7.923 2.110 -0.110
C 6.868 -1.277 0.723 0.221
Cl 8.144 -1.551 -0.482 -0.112
Cl 5.369 -2.058 0.182 0.053
Cl 7.367 -1.967 2.281 -0.092
Cl 6.593 0.467 0.908 -0.062
C 1.986 -4.604 -12.357 0.400
Cl 3.668 -4.274 -12.820 -0.095
Cl 0.890 -3.839 -13.525 -0.102
Cl 1.708 -6.358 -12.346 -0.093
Cl 1.682 -3.949 -10.732 -0.078
C 8.367 4.807 3.919 0.352
Cl 7.927 3.416 4.932 -0.092
Cl 7.845 6.306 4.714 -0.099
Cl 10.127 4.839 3.689 -0.098
Cl 7.566 4.665 2.341 -0.069
C 4.710 -4.837 6.133 0.309
Cl 3.824 -4.901 7.670 -0.076
Cl 4.949 -3.143 5.656 -0.075
Cl 6.289 -5.625 6.327 -0.107
Cl 3.779 -5.679 4.878 -0.068
C -8.156 6.653 2.461 0.343
Cl -9.038 6.592 4.001 -0.101
Cl -7.924 8.345 1.977 -0.096
Cl -6.573 5.872 2.655 -0.039
Cl -9.087 5.801 1.212 -0.099
C -2.346 -1.804 -11.705 0.281
Cl -3.292 -1.854 -10.202 -0.109
Cl -2.127 -0.115 -12.210 -0.099
Cl -0.758 -2.551 -11.432 0.012
Cl -3.208 -2.695 -12.977 -0.109
```

Computed properties:
frontier orbital gap	9.0	eV
E_LUMO	-0.121	eV
net charge	0
electronic energy	-692010.661	eV

=====

# C17H13BrN2O6Sn

A molecular structure, C17H13BrN2O6Sn (ωB97M-V/def2-TZVPD, the OMol25 dataset).

The geometry in XYZ format:
```
40
Properties=species:S:1:pos:R:3:mulliken_charge:R:1
C -1.997 -0.573 -2.223 -0.428
C -1.997 -1.094 -0.883 -0.823
C -2.261 -0.020 -0.001 -0.322
H -1.849 -2.140 -0.628 0.405
C -2.463 1.166 -0.774 -0.794
C -2.311 0.832 -2.137 -0.387
H -2.514 1.473 -2.987 0.407
H -1.904 -1.145 -3.145 0.699
H -2.347 -0.084 1.079 0.629
H -2.736 2.145 -0.380 0.467
Sn 0.517 -0.130 -2.296 1.097
Br 0.921 -2.679 -2.513 -0.395
C 2.145 0.778 -3.889 -0.669
C 0.932 1.550 -4.015 -0.467
C -0.110 0.668 -4.482 -0.524
H 0.854 2.638 -3.978 0.495
C 0.468 -0.627 -4.690 -0.477
C 1.872 -0.548 -4.366 -0.424
H 2.612 -1.337 -4.477 0.503
H 3.132 1.164 -3.621 0.494
H -1.110 0.981 -4.810 0.555
H -0.044 -1.481 -5.135 0.452
O 0.518 -1.795 0.168 -0.574
C 0.802 -0.642 0.513 0.650
O 1.077 0.386 -0.272 -0.699
C 0.770 -0.302 1.984 0.267
C 0.291 0.942 2.426 -0.419
C 0.125 1.178 3.806 -0.317
C 0.456 0.181 4.727 -0.139
C 1.002 -1.036 4.297 -0.347
C 1.141 -1.287 2.916 -0.301
N 1.332 -2.073 5.240 0.961
O 1.184 -1.851 6.460 -0.577
O 1.731 -3.171 4.794 -0.577
N -0.527 2.375 4.270 0.979
O -0.923 3.211 3.433 -0.584
O -0.681 2.505 5.508 -0.578
H 0.034 1.730 1.726 0.576
H 0.315 0.353 5.785 0.601
H 1.544 -2.240 2.571 0.587
```

Computed properties:
frontier orbital gap (alpha / beta)	5.9 / 5.9	eV
E_LUMO (alpha / beta)	-2.499 / -2.499	eV
net charge	0
electronic energy	-108970.308	eV

=====

# C17H13CdNS2Se2

A molecular structure, C17H13CdNS2Se2 (ωB97M-V/def2-TZVPD, the OMol25 dataset).

The geometry in XYZ format:
```
36
Properties=species:S:1:pos:R:3:mulliken_charge:R:1
Cd 0.775 0.972 -0.047 0.926
S 3.190 1.115 0.700 -0.581
C 3.365 2.854 0.897 0.322
C 4.587 3.300 1.423 -0.567
C 4.877 4.638 1.631 -0.449
C 3.921 5.593 1.307 -0.448
C 2.706 5.179 0.787 -0.573
C 2.387 3.831 0.569 0.348
S 0.793 3.506 -0.102 -0.617
H 5.325 2.546 1.672 0.313
H 5.838 4.928 2.042 0.300
H 4.116 6.650 1.458 0.298
H 1.952 5.915 0.532 0.311
Se 0.644 -0.198 -2.472 -0.519
C -1.001 -1.153 -2.671 -0.302
C -1.010 -2.546 -2.778 -0.216
C -2.182 -3.239 -3.051 -0.476
C -3.380 -2.556 -3.221 -0.354
C -3.389 -1.172 -3.097 -0.448
C -2.217 -0.481 -2.823 -0.202
H -0.081 -3.083 -2.639 0.342
H -2.159 -4.321 -3.124 0.332
H -4.294 -3.096 -3.437 0.353
H -4.319 -0.625 -3.209 0.319
H -2.229 0.598 -2.729 0.376
Se -0.899 0.290 1.971 -0.469
C -1.311 -1.564 1.964 -0.316
C -1.119 -2.339 3.113 -0.253
C -1.551 -3.653 3.141 -0.298
N -2.159 -4.270 2.125 -0.655
C -2.317 -3.534 1.021 -0.352
C -1.917 -2.216 0.886 0.194
H -0.638 -1.903 3.979 0.356
H -1.405 -4.250 4.038 0.320
H -2.815 -4.025 0.190 0.387
H -2.088 -1.692 -0.046 0.301
```

Computed properties:
frontier orbital gap	5.9	eV
E_LUMO	4.836	eV
net charge	-2
electronic energy	-176261.383	eV

=====

# C17H13Cl2NS6ScTe

A molecular structure, C17H13Cl2NS6ScTe (ωB97M-V/def2-TZVPD, the OMol25 dataset).

The geometry in XYZ format:
```
41
Properties=species:S:1:pos:R:3:mulliken_charge:R:1
Sc -0.844 -1.905 -1.266 0.166
Cl -2.090 -0.436 0.806 -0.014
C -2.479 1.154 0.226 0.977
C -2.832 2.095 1.176 -0.965
C -3.157 3.379 0.768 -0.325
C -3.110 3.688 -0.581 -0.759
C -2.748 2.719 -1.502 0.309
Cl -2.685 3.214 -3.178 -0.226
C -2.425 1.402 -1.149 -0.108
S -2.010 0.185 -2.347 -0.408
H -2.840 1.816 2.221 0.414
H -3.437 4.131 1.493 0.350
H -3.351 4.682 -0.933 0.391
S -2.749 -3.395 -0.548 -0.317
S -1.536 -5.093 -0.735 -0.175
S 0.189 -4.256 -1.563 -0.359
S 1.279 -0.994 -0.296 -0.298
Te 0.833 -2.824 1.188 0.349
C 0.824 -1.615 2.949 -0.001
C -0.352 -1.387 3.659 -0.363
C -0.332 -0.674 4.854 -0.679
C 0.867 -0.182 5.349 -0.334
C 2.046 -0.406 4.650 -0.534
C 2.023 -1.123 3.462 -0.254
H -1.292 -1.769 3.280 0.439
H -1.254 -0.504 5.397 0.369
H 0.884 0.373 6.280 0.357
H 2.986 -0.024 5.032 0.341
H 2.946 -1.292 2.918 0.345
S -0.177 -1.907 -4.012 -0.263
C 1.176 -0.898 -3.746 0.349
N 1.027 0.374 -3.311 0.347
C 2.034 1.221 -3.017 -0.272
C 3.327 0.842 -3.204 -0.536
C 3.556 -0.466 -3.674 -0.123
C 2.519 -1.314 -3.933 -0.627
H 0.058 0.635 -3.061 -0.083
H 1.736 2.184 -2.629 0.384
H 4.134 1.519 -2.970 0.388
H 4.573 -0.816 -3.805 0.366
H 2.680 -2.335 -4.247 0.381
```

Computed properties:
frontier orbital gap	5.9	eV
E_LUMO	2.342	eV
net charge	-1
electronic energy	-137387.392	eV

=====

# C17H13CrF9N5O

A molecular structure, C17H13CrF9N5O (ωB97M-V/def2-TZVPD, the OMol25 dataset).

The geometry in XYZ format:
```
46
Properties=species:S:1:pos:R:3:mulliken_charge:R:1
Cr 0.387 0.488 0.075 0.244
N -1.812 -1.814 -0.839 -0.027
C -2.183 -1.313 0.410 0.653
C -3.460 -1.649 0.874 -0.965
C -3.861 -1.197 2.112 -0.387
C -2.983 -0.426 2.867 -0.984
C -1.739 -0.160 2.341 -0.166
N -1.338 -0.589 1.136 0.400
C -0.847 -1.506 -1.773 0.785
C -0.887 -2.233 -2.976 -0.954
C 0.032 -1.980 -3.961 -0.415
C 0.995 -0.993 -3.750 -0.991
C 0.973 -0.319 -2.561 -0.365
N 0.071 -0.551 -1.578 0.313
H -2.451 -2.518 -1.168 0.186
H -4.113 -2.264 0.268 0.397
H -4.844 -1.447 2.489 0.419
H -3.257 -0.058 3.845 0.442
H -1.006 0.395 2.914 0.391
H -1.641 -2.998 -3.108 0.464
H 0.007 -2.538 -4.887 0.418
H 1.746 -0.773 -4.495 0.452
H 1.705 0.452 -2.350 0.504
N -1.177 4.202 -0.965 -0.050
C -2.121 3.423 -1.581 -0.674
C -1.735 2.138 -1.370 -0.362
N -0.565 2.129 -0.636 0.552
C -0.262 3.395 -0.407 -0.527
H -1.169 5.208 -0.936 0.221
H -2.968 3.834 -2.101 0.415
H -2.205 1.228 -1.699 0.373
H 0.606 3.741 0.131 0.487
F 4.396 -1.159 2.980 -0.246
C 3.359 -1.584 2.243 0.446
F 3.803 -2.476 1.357 -0.236
F 2.492 -2.194 3.055 -0.228
C 2.663 -0.414 1.483 1.088
O 1.581 -0.874 0.824 -0.724
C 2.213 0.676 2.507 0.614
F 1.258 1.495 1.863 -0.231
F 3.161 1.488 2.939 -0.268
F 1.565 0.170 3.546 -0.256
C 3.694 0.227 0.482 0.553
F 4.883 0.520 0.987 -0.248
F 3.167 1.396 -0.014 -0.269
F 3.866 -0.574 -0.570 -0.243
```

Computed properties:
frontier orbital gap (alpha / beta)	8.3 / 8.8	eV
E_LUMO (alpha / beta)	-2.599 / -2.835	eV
spin multiplicity	5
net charge	+1
electronic energy	-80214.759	eV

=====

# C17H13IrN6O4S

A molecular structure, C17H13IrN6O4S (ωB97M-V/def2-TZVPD, the OMol25 dataset).

The geometry in XYZ format:
```
42
Properties=species:S:1:pos:R:3:mulliken_charge:R:1
Ir 0.058 -0.317 -0.933 0.870
C 4.489 1.273 2.431 -1.321
C 3.515 0.200 2.290 1.020
C 2.348 0.121 3.039 -0.663
C 1.352 -0.805 2.739 -0.354
C 1.479 -1.677 1.630 -0.351
C 2.711 -1.672 0.929 -0.557
C 3.672 -0.719 1.236 -0.615
S 0.204 -2.798 1.209 1.472
O -0.524 -3.229 2.361 -0.643
O 0.727 -3.723 0.276 -0.690
N -0.769 -1.818 0.255 -0.240
C -1.901 -1.202 0.630 0.593
C -3.074 -1.838 1.250 -0.717
C -4.274 -1.139 1.249 -0.290
C -4.389 0.053 0.579 -0.892
C -3.172 0.708 -0.007 0.209
N -1.943 -0.037 0.017 -0.113
H 5.334 1.131 1.655 0.324
H 4.888 1.279 3.481 0.362
H 4.082 2.292 2.281 0.301
H 2.199 0.654 3.962 0.412
H 0.489 -0.887 3.380 0.479
H 2.900 -2.464 0.262 0.549
H 4.584 -0.652 0.696 0.401
H -2.918 -2.884 1.583 0.438
H -5.152 -1.536 1.676 0.491
H -5.308 0.610 0.407 0.420
H -3.127 1.681 0.424 0.360
O 2.725 2.927 -0.908 -0.376
C 2.076 1.974 -1.026 0.734
N 1.424 0.963 -1.260 -0.453
N -0.433 0.793 -4.945 -0.364
C -0.953 0.655 -3.733 0.906
O -0.689 -0.378 -3.078 -0.789
C -1.928 1.655 -3.273 -0.045
C -1.926 2.964 -3.801 -0.163
N -1.865 3.982 -4.343 -0.374
C -2.713 1.286 -2.251 0.552
N -3.514 0.932 -1.435 -0.381
H -0.037 0.004 -5.424 0.282
H -0.646 1.639 -5.509 0.218
```

Computed properties:
frontier orbital gap (alpha / beta)	8.3 / 6.0	eV
E_LUMO (alpha / beta)	-3.533 / -6.359	eV
spin multiplicity	6
net charge	+1
electronic energy	-48631.901	eV

=====

Question: Which of these has the highest electronic energy?
Answer: C17H13IrN6O4S

=====

Repeat the third record exactly.
# C17H13CdNS2Se2

A molecular structure, C17H13CdNS2Se2 (ωB97M-V/def2-TZVPD, the OMol25 dataset).

The geometry in XYZ format:
```
36
Properties=species:S:1:pos:R:3:mulliken_charge:R:1
Cd 0.775 0.972 -0.047 0.926
S 3.190 1.115 0.700 -0.581
C 3.365 2.854 0.897 0.322
C 4.587 3.300 1.423 -0.567
C 4.877 4.638 1.631 -0.449
C 3.921 5.593 1.307 -0.448
C 2.706 5.179 0.787 -0.573
C 2.387 3.831 0.569 0.348
S 0.793 3.506 -0.102 -0.617
H 5.325 2.546 1.672 0.313
H 5.838 4.928 2.042 0.300
H 4.116 6.650 1.458 0.298
H 1.952 5.915 0.532 0.311
Se 0.644 -0.198 -2.472 -0.519
C -1.001 -1.153 -2.671 -0.302
C -1.010 -2.546 -2.778 -0.216
C -2.182 -3.239 -3.051 -0.476
C -3.380 -2.556 -3.221 -0.354
C -3.389 -1.172 -3.097 -0.448
C -2.217 -0.481 -2.823 -0.202
H -0.081 -3.083 -2.639 0.342
H -2.159 -4.321 -3.124 0.332
H -4.294 -3.096 -3.437 0.353
H -4.319 -0.625 -3.209 0.319
H -2.229 0.598 -2.729 0.376
Se -0.899 0.290 1.971 -0.469
C -1.311 -1.564 1.964 -0.316
C -1.119 -2.339 3.113 -0.253
C -1.551 -3.653 3.141 -0.298
N -2.159 -4.270 2.125 -0.655
C -2.317 -3.534 1.021 -0.352
C -1.917 -2.216 0.886 0.194
H -0.638 -1.903 3.979 0.356
H -1.405 -4.250 4.038 0.320
H -2.815 -4.025 0.190 0.387
H -2.088 -1.692 -0.046 0.301
```

Computed properties:
frontier orbital gap	5.9	eV
E_LUMO	4.836	eV
net charge	-2
electronic energy	-176261.383	eV

=====

Question: What is the electronic energy in the sixth record?
Answer: -48631.901 eV

=====

Question: The lowest electronic energy belongs to which entry?
Answer: C17H13B2Cl52NO6Si